No. 1
Formula: C17H15BaBr4N4O3S2
Source: the OMol25 dataset
Level of theory: ωB97M-V/def2-TZVPD

Values from the calculation:
Charge: -1
LUMO (Eh): 0.0622
Gap between HOMO and LUMO (Eh): 0.185

XYZ file:
```
46
Properties=species:S:1:pos:R:3:forces:R:3:lowdin_charge:R:1
Ba 1.0278 0.1948 0.1587 -0.152 0.623 -0.017 1.812
N -2.5279 1.3830 -3.3143 -0.018 0.019 -0.054 0.033
C -1.8662 0.7783 -2.2808 0.001 -0.101 0.151 -0.951
S -0.4880 -0.1680 -2.7007 0.096 -0.053 0.112 0.363
N -2.4365 0.9883 -1.1066 0.027 0.025 -0.116 -0.052
N -1.8051 0.4184 -0.0524 -0.114 0.020 0.055 -0.133
C -2.4095 0.5650 1.0651 0.053 -0.068 0.093 -0.128
C -1.8813 0.0379 2.3287 0.001 0.084 -0.087 -0.273
C -2.5876 0.3189 3.5010 0.036 -0.047 -0.003 -0.022
C -2.1275 -0.1703 4.7056 0.036 -0.024 0.022 -0.066
C -0.9687 -0.9344 4.7190 -0.082 0.057 0.013 -0.071
C -0.3260 -1.1506 3.5142 0.134 -0.011 -0.129 -0.147
N -0.7521 -0.6874 2.3412 -0.118 0.055 0.109 0.018
H -2.0044 1.4894 -4.1646 0.007 -0.004 -0.001 0.058
H -3.1604 2.1230 -3.0548 0.002 -0.005 0.019 0.082
H -3.3555 1.1027 1.1141 0.005 0.027 -0.063 0.113
H -3.4776 0.9310 3.4467 -0.005 -0.005 0.007 0.110
H -2.6559 0.0461 5.6254 -0.004 0.004 -0.006 0.105
H -0.5628 -1.3358 5.6367 0.009 -0.003 -0.003 0.097
H 0.5960 -1.7238 3.4869 -0.011 -0.005 0.007 0.107
Br 3.9612 7.1491 0.1506 0.009 0.009 -0.003 0.633
C 2.9780 5.6128 0.6672 -0.037 -0.008 0.041 -0.783
C 2.0870 5.6658 1.7204 0.038 0.013 -0.031 -0.782
Br 1.8202 7.2782 2.6826 -0.002 0.003 0.005 0.634
C 1.3736 4.5085 2.0781 -0.012 -0.032 0.006 -0.650
Br 0.1356 4.5088 3.5204 0.008 0.002 -0.006 0.678
C 1.5178 3.2914 1.4101 -0.011 -0.089 0.019 -0.487
O 0.8710 2.2154 1.7278 0.040 -0.183 -0.146 -0.373
C 2.4524 3.2375 0.2940 0.015 -0.107 -0.013 -0.485
O 2.5902 2.1119 -0.3401 -0.079 -0.064 0.118 -0.403
C 3.1491 4.4011 -0.0274 0.020 -0.026 -0.029 -0.651
Br 4.3635 4.2573 -1.4832 -0.009 0.008 0.017 0.680
O 2.2410 -2.2141 -0.2653 0.202 -0.164 -0.142 -0.731
S 2.4774 -2.7106 -1.6707 -0.088 0.030 -0.005 0.923
C 2.6316 -4.5051 -1.5142 -0.004 -0.012 0.043 -0.324
C 4.0115 -4.7464 -0.9219 0.019 0.013 -0.019 -0.241
C 4.9495 -3.8940 -1.7760 -0.027 -0.018 0.015 -0.229
C 4.2737 -2.5304 -1.9545 0.013 0.037 0.052 -0.293
H 2.5407 -4.9247 -2.5192 -0.012 0.003 0.000 0.097
H 1.7906 -4.8324 -0.9053 0.005 -0.019 -0.010 0.097
H 4.2818 -5.8025 -0.9394 -0.002 -0.002 -0.001 0.112
H 4.0250 -4.4089 0.1159 -0.005 0.002 0.001 0.114
H 5.0848 -4.3705 -2.7495 0.005 0.004 -0.002 0.110
H 5.9357 -3.7843 -1.3260 0.000 0.003 0.005 0.112
H 4.4281 -2.0817 -2.9339 0.005 -0.001 -0.002 0.090
H 4.5678 -1.8083 -1.1921 0.006 0.008 -0.019 0.099
```
Positions in Å, forces in eV/Å.

No. 2
Formula: C25H84N22O15
Source: the OMol25 dataset
Level of theory: ωB97M-V/def2-TZVPD

Values from the calculation:
LUMO (Eh): 0.0008
Gap between HOMO and LUMO (Eh): 0.304

XYZ file:
```
146
Properties=species:S:1:pos:R:3:forces:R:3:lowdin_charge:R:1
C -1.4264 -4.4599 1.3269 0.886 1.230 0.262 -0.078
C -0.4376 -5.5538 1.5798 -0.071 -0.968 0.084 -0.446
C -0.6098 -6.1892 2.9640 1.026 -0.187 -0.809 -0.172
O 0.5472 -7.0203 3.2028 -0.688 1.150 -0.133 -0.173
C 0.8525 -7.1127 4.5640 0.179 -0.425 0.949 -0.130
N -0.6361 -6.5261 0.4962 -0.003 0.023 0.386 0.040
H -0.9929 -3.9083 0.4927 -0.572 0.094 -0.308 0.050
H -1.4223 -3.7187 2.1261 -0.280 -0.106 0.236 0.071
H -2.4324 -4.8298 1.1286 0.073 0.014 -0.037 0.098
H 0.6114 -5.2893 1.4468 -0.007 0.878 0.609 0.130
H -1.5031 -6.8138 2.9622 -0.298 -0.164 0.064 0.126
H -0.7762 -5.3903 3.6866 0.492 -0.098 0.423 0.123
H 0.9679 -6.1678 5.0950 -0.125 0.463 -0.387 0.083
H 1.8040 -7.6230 4.7130 -0.060 -0.192 -0.378 0.089
H 0.0796 -7.6746 5.0883 -0.136 -0.210 0.153 0.084
H -1.3284 -7.1300 0.9158 -0.084 -0.825 -0.728 0.074
H 0.2427 -7.0167 0.4112 -0.177 -0.765 -0.007 0.080
C -0.2499 5.3075 1.7185 -0.511 -0.031 1.343 -0.059
C -1.4876 6.1304 1.3910 -0.078 0.535 -0.948 -0.402
C -1.6964 7.5621 2.0475 0.909 -2.321 1.281 -0.127
O -1.5882 7.2902 3.4832 0.342 0.612 0.055 -0.227
C -1.2955 8.4276 4.3249 -0.107 -0.017 -1.773 -0.096
N -1.5257 6.2818 -0.0525 -1.093 0.929 -0.471 0.039
H 0.7202 5.7643 1.5227 -0.062 0.250 0.313 0.080
H -0.2829 4.3752 1.1548 -0.142 0.069 -0.285 0.066
H -0.4383 4.9961 2.7460 1.101 0.242 0.099 0.034
H -2.3010 5.4792 1.7112 -0.424 0.266 -0.106 0.121
H -2.6663 8.0157 1.8434 -0.022 -0.221 -0.281 0.121
H -0.8941 8.2021 1.6804 0.183 0.322 0.214 0.112
H -2.0560 9.1892 4.1522 -0.349 0.044 0.490 0.079
H -0.3798 8.9043 3.9753 0.405 -0.079 0.107 0.075
H -1.1800 8.1609 5.3754 -0.303 -0.298 -0.256 0.084
H -1.4043 5.4105 -0.5486 0.028 -0.007 0.238 0.019
H -0.7753 6.8850 -0.3576 0.111 0.109 -0.004 0.054
C 0.9281 0.6697 0.8434 -0.629 0.584 -0.834 -0.036
C 0.3670 -0.0788 -0.3972 0.384 0.226 1.681 -0.384
C -1.0960 -0.3921 -0.2739 -1.372 1.289 0.660 -0.192
O -1.4587 -1.0022 0.9733 0.781 -1.689 -0.250 -0.214
C -2.7853 -1.5299 0.9125 0.438 0.168 0.603 -0.105
N 0.6033 0.5766 -1.7059 -0.018 -0.598 0.787 0.085
H 0.6320 0.1213 1.7377 0.477 -0.298 -0.148 0.043
H 0.4878 1.6559 0.9907 -0.097 0.238 -0.345 0.066
H 2.0047 0.8081 0.7440 0.093 -0.222 0.223 0.075
H 0.8441 -1.0469 -0.2446 0.360 -0.400 -0.815 0.104
H -1.3912 -0.9153 -1.1834 -0.352 -0.724 0.178 0.111
H -1.7611 0.4673 -0.1892 0.358 0.934 -1.057 0.123
H -3.4503 -0.6666 0.9387 -0.533 -0.270 -0.472 0.071
H -2.9798 -2.1552 1.7838 0.257 0.295 0.300 0.075
H -2.9121 -2.2199 0.0783 -0.152 0.467 -0.404 0.067
H 1.5988 0.5961 -1.8750 0.630 0.094 0.243 0.039
H 0.3155 -0.0958 -2.4025 -0.474 -0.074 -0.332 0.050
C 6.7576 -1.7151 -1.6613 0.231 -0.434 -0.479 -0.061
C 5.8751 -0.5106 -1.9898 -0.413 0.379 0.784 -0.419
C 4.3619 -0.7660 -2.0021 1.301 -0.925 -0.333 -0.219
O 3.6679 0.3500 -2.5436 -0.336 -0.637 -1.826 -0.217
C 3.4754 0.2782 -4.0216 -0.975 1.810 1.457 -0.054
N 6.2749 0.4981 -0.9997 -0.225 0.621 0.162 0.038
H 7.6785 -1.5736 -2.2271 0.409 0.205 0.664 0.075
H 6.4951 -2.7292 -1.9624 -0.914 0.110 -0.228 0.070
H 6.9062 -1.7634 -0.5825 0.349 0.112 -0.103 0.072
H 6.1354 -0.1145 -2.9714 0.056 -0.045 -0.150 0.127
H 4.0362 -1.0649 -1.0058 -0.400 0.654 0.205 0.123
H 4.2267 -1.6788 -2.5822 -0.404 -0.064 -0.515 0.111
H 2.6260 -0.3360 -4.3205 0.427 -0.954 0.234 0.072
H 4.3390 0.2235 -4.6843 0.307 -0.649 0.598 0.089
H 3.0444 1.2548 -4.2422 0.213 0.348 0.058 0.078
H 5.9036 0.2817 -0.0857 0.264 -0.944 0.633 0.022
H 5.7569 1.3629 -1.0627 -0.013 0.482 -1.088 0.061
O -4.1073 -0.5759 -1.9279 0.285 -0.563 0.116 -0.033
H -4.7833 -1.2534 -1.9460 -0.276 -0.059 -0.138 0.061
H -4.4067 0.0441 -1.2629 -0.256 0.710 0.041 0.023
O -6.2232 -2.0561 2.4791 0.071 -0.217 -0.187 -0.054
H -6.8823 -1.3629 2.5155 -0.225 0.163 -0.014 0.031
H -5.5258 -1.7550 3.0616 0.186 0.069 0.176 0.024
C 1.4157 -3.5038 -1.4027 2.165 -0.486 1.781 -0.716
O 2.2652 -3.2769 -0.5136 -0.269 0.085 0.014 -0.024
N 0.6407 -4.5435 -1.4450 -1.281 -2.759 2.099 0.202
N 1.2757 -2.7864 -2.4645 0.120 3.514 -3.108 0.207
H 0.0455 -4.7566 -2.2328 -0.013 -0.129 -0.306 0.074
H 0.6605 -5.1306 -0.6234 -0.337 -0.142 -0.485 0.079
H 1.9708 -2.0825 -2.6679 -0.356 0.022 0.042 0.094
H 0.4432 -2.9013 -3.0247 0.286 -0.091 -0.372 0.096
C -4.4110 2.3978 -0.2919 -2.538 -0.439 1.263 -0.826
O -5.1853 2.3087 -1.1982 -1.395 -0.997 -2.636 0.072
N -3.4261 3.1952 -0.2192 4.931 3.357 -1.062 0.218
N -4.6447 1.8128 0.8835 -0.748 -2.239 1.201 0.158
H -2.8106 3.1876 0.5815 0.032 0.132 -0.120 0.080
H -3.1123 3.5807 -1.0984 0.073 0.341 0.245 0.091
H -5.5547 1.3761 0.8492 0.176 0.101 0.991 0.112
H -4.1006 2.1274 1.6742 -0.485 -0.324 0.508 0.062
C 1.0762 4.4033 -1.5399 3.090 -2.256 0.781 -0.807
O -0.0664 4.1982 -1.4955 -7.161 0.130 -0.285 0.040
N 1.8594 3.3686 -1.6431 2.631 -3.226 -1.020 0.195
N 1.7307 5.4594 -1.2446 2.060 5.891 0.739 0.200
H 1.3526 2.5376 -1.9128 0.392 -0.357 0.136 0.072
H 2.8431 3.4875 -1.8387 -0.261 -0.478 -0.141 0.116
H 1.3271 6.3711 -1.4062 0.127 -0.177 0.333 0.125
H 2.7140 5.4014 -1.0212 -0.333 0.233 -0.265 0.126
C 5.1021 0.1604 2.9521 -2.299 3.343 -6.397 -0.804
O 5.1094 0.8010 1.8674 0.217 -0.133 0.932 -0.026
N 4.0247 -0.1254 3.5672 -4.897 -0.390 2.891 0.191
N 6.0978 -0.4190 3.4294 6.482 -2.624 2.192 0.190
H 3.1391 0.2586 3.2700 0.277 -0.224 0.182 0.118
H 4.1126 -0.7091 4.3868 -0.943 0.138 -0.175 0.117
H 5.9819 -0.9607 4.2739 0.798 -0.098 -0.428 0.126
H 6.8873 -0.4760 2.8020 0.234 -0.167 0.667 0.139
C -2.9216 -0.5495 -5.3833 -0.489 0.558 2.865 -0.874
O -4.0680 -0.3278 -5.4707 -5.634 0.509 -2.072 0.095
N -2.4411 -0.5060 -4.1780 3.087 0.025 3.767 0.148
N -2.1279 -0.8569 -6.3272 2.691 -1.355 -4.635 0.189
H -3.1318 -0.4634 -3.4424 0.202 0.114 0.396 0.060
H -1.4769 -0.7545 -4.0086 -0.301 -0.083 0.389 0.094
H -1.1309 -0.9654 -6.2076 -0.470 -0.217 -0.434 0.116
H -2.6780 -1.1276 -7.1298 0.999 0.108 -0.539 0.128
C -1.6362 2.4350 3.3680 -1.537 0.895 -2.527 -0.726
O -2.5199 2.9137 2.6592 -1.340 -0.228 -0.435 0.004
N -1.2055 1.2063 3.2255 0.500 -2.288 0.060 0.202
N -1.0016 3.2034 4.2071 2.663 2.046 2.908 0.168
H -1.6433 0.6368 2.5155 0.322 -0.164 0.021 0.096
H -0.4378 0.8429 3.7720 -0.358 -0.045 -0.141 0.120
H -1.2100 4.1915 4.1899 -0.537 -0.230 -0.088 0.102
H 0.0020 3.0909 4.1887 0.047 -0.203 0.460 0.117
C -2.2157 -4.3699 -3.2199 2.378 1.127 -3.245 -0.836
O -1.1032 -4.3933 -3.6767 3.773 -0.562 -1.507 0.026
N -3.2638 -4.2489 -3.9330 -4.685 -0.371 -2.728 0.207
N -2.4380 -4.2195 -2.0031 -1.212 0.479 8.463 0.209
H -3.2491 -4.0378 -4.9206 -0.150 -0.234 0.370 0.139
H -4.0750 -4.1894 -3.3342 -0.614 0.245 -1.480 0.119
H -3.3774 -4.0779 -1.6602 0.415 -0.006 0.193 0.124
H -1.6940 -4.0045 -1.3548 -0.114 -0.455 -0.101 0.081
C -2.7207 3.3871 -3.5225 -2.270 1.650 -1.386 -0.840
O -3.7402 3.3638 -4.1640 -1.481 -0.470 -1.566 0.052
N -2.0330 2.3763 -3.1487 2.588 -5.135 1.420 0.190
N -2.1871 4.5176 -3.1409 0.476 3.370 0.753 0.162
H -1.4512 2.4266 -2.3246 0.257 -0.139 -0.377 0.077
H -2.2512 1.4716 -3.5409 -0.188 0.097 0.348 0.072
H -1.4053 4.5046 -2.5016 -0.017 0.711 -0.418 0.032
H -2.7051 5.3143 -3.4830 0.390 0.170 0.630 0.124
C 2.5857 -3.2278 2.9366 1.216 -1.909 5.136 -0.822
O 2.4556 -3.5293 4.1540 -0.648 0.956 -0.903 -0.039
N 1.7705 -2.6027 2.1867 -5.206 2.527 -0.098 0.192
N 3.6516 -3.5186 2.2990 4.381 -1.415 -2.125 0.182
H 1.8132 -2.5752 1.1780 -0.174 -0.076 -0.104 0.065
H 0.9362 -2.5164 2.7495 -0.784 0.522 -1.064 0.120
H 3.5053 -3.4932 1.3000 1.300 -0.324 -0.196 0.088
H 4.4391 -3.8763 2.8206 -0.206 -0.264 -0.688 0.126
```
Positions in Å, forces in eV/Å.

No. 3
Formula: C19H23N3O5
Source: the OMol25 dataset
Level of theory: ωB97M-V/def2-TZVPD

Values from the calculation:
LUMO (Eh): 0.0277
Gap between HOMO and LUMO (Eh): 0.307

XYZ file:
```
50
Properties=species:S:1:pos:R:3:forces:R:3:lowdin_charge:R:1
C -1.1356 -2.8020 -1.2682 -0.331 0.118 0.230 -0.052
C -2.1028 -2.9582 -0.1047 0.574 -0.343 0.054 -0.198
H -2.6096 -3.9274 -0.1390 0.035 0.148 0.060 0.124
H -1.5859 -2.8538 0.8542 -0.146 -0.082 -0.168 0.113
O -3.1297 -1.9660 -0.1816 -0.207 0.189 -0.153 0.011
C -3.1403 -1.0171 0.7607 -0.389 -0.084 0.130 -0.540
O -2.3993 -0.9823 1.7180 0.409 -0.049 0.219 0.078
N -4.1524 -0.1150 0.5602 -0.132 -0.161 0.039 -0.039
C -4.6514 0.1203 -0.7793 -0.040 -0.054 -0.180 -0.099
H -4.7949 -0.8325 -1.2844 -0.085 0.159 -0.013 0.124
C -3.6319 1.0074 -1.5408 0.035 -0.113 -0.290 -0.092
N -2.7535 1.6434 -0.5753 -0.151 0.143 -0.260 -0.053
C -1.4778 1.1809 -0.4726 0.116 0.336 0.074 -0.406
O -0.9788 0.4698 -1.3200 0.182 -0.121 -0.062 0.082
C -0.6879 1.6358 0.7542 0.028 0.110 -0.059 -0.036
N 0.6605 1.1301 0.6708 -0.059 0.329 0.043 -0.001
C 0.8736 -0.2005 0.8758 0.505 -0.688 0.056 -0.042
C 2.0867 -0.7650 0.7149 -0.391 -0.106 0.115 0.006
C 3.1852 0.0464 0.3038 0.105 0.294 -0.082 -0.080
C 2.9755 1.4174 0.0904 0.474 -0.372 -0.066 -0.064
C 4.0319 2.2420 -0.3115 0.031 0.102 -0.018 -0.018
C 5.2819 1.7072 -0.4950 -0.191 0.188 0.009 -0.071
C 5.5117 0.3466 -0.2867 0.004 -0.406 0.074 -0.016
C 4.4835 -0.4859 0.1080 0.050 0.145 -0.028 -0.215
O 4.6104 -1.8249 0.3368 -0.353 0.279 0.023 -0.087
C 5.8715 -2.4191 0.1598 0.223 -0.112 -0.028 -0.086
H 6.2220 -2.3213 -0.8730 -0.012 0.016 0.045 0.097
H 5.7356 -3.4740 0.3941 0.062 0.070 -0.028 0.094
H 6.6173 -1.9922 0.8386 -0.032 -0.001 -0.039 0.097
H 6.5073 -0.0393 -0.4412 0.058 -0.091 0.004 0.102
H 6.1045 2.3347 -0.8038 0.048 0.061 -0.024 0.104
H 3.8317 3.2901 -0.4682 -0.005 0.084 -0.017 0.115
C 1.6529 2.0075 0.2681 -0.252 0.159 0.120 -0.360
O 1.3972 3.1919 0.1037 0.102 0.114 -0.134 0.056
H 2.2417 -1.8150 0.8888 -0.110 -0.103 0.057 0.110
H 0.0077 -0.7619 1.1929 -0.092 -0.029 0.001 0.117
H -0.6168 2.7281 0.7750 -0.105 -0.209 0.064 0.133
H -1.1649 1.2541 1.6609 0.018 0.078 -0.065 0.132
C -3.4891 2.2344 0.5183 -0.036 -0.030 0.197 -0.105
H -4.2689 2.8635 0.0794 0.107 0.041 0.067 0.127
C -4.1249 1.0946 1.3580 0.033 0.004 0.246 -0.101
H -3.5424 0.8815 2.2549 -0.113 0.095 -0.097 0.119
H -5.1471 1.3485 1.6499 0.058 0.024 0.015 0.124
H -2.8461 2.8658 1.1269 -0.069 0.034 -0.016 0.119
H -4.1421 1.7743 -2.1298 0.015 -0.047 -0.007 0.125
H -3.0031 0.4060 -2.1987 -0.150 0.103 0.058 0.122
H -5.6171 0.6223 -0.6836 0.017 -0.063 -0.026 0.124
H -1.6448 -2.9946 -2.2091 0.000 -0.031 -0.131 0.078
H -0.7354 -1.7909 -1.2936 0.065 0.003 0.005 0.051
H -0.3159 -3.5056 -1.1572 0.098 -0.131 -0.013 0.078
```
Positions in Å, forces in eV/Å.

Per-record HOMO level, hartree: -0.123, -0.303, -0.279